[1]
C46H40As2BN3O3V as an isolated structure in a non-equilibrium geometry. Source: the Open Molecules 2025 dataset; level of theory: wB97M-V/def2-TZVPD.

## Properties
LUMO energy (spin up / spin down) = -0.5 / -0.6 eV
net charge = 0
multiplicity = 4
highest occupied orbital energy (spin up / spin down) = -7.3 / -7.5 eV

Each line ends with the Mulliken charge.
Positions of all 96 atoms, in Å:
As1 0.82727 -0.57405 2.58653  0.7807
As2 -1.00165 1.93504 1.19657  0.2666
V1 -0.16917 -1.01787 -1.63313  0.6978
O1 -2.43588 1.46534 -1.54743  0.8100
O2 -3.27457 -0.26751 -2.84189  -0.4969
O3 0.66174 -2.25432 -0.35153  -0.6569
N1 1.16900 -3.61629 -2.10900  -1.2753
N2 0.65190 -2.54998 -2.81333  0.8668
N3 -0.06549 -0.35395 -3.76147  0.1853
C1 0.49298 -2.58639 -4.08558  0.5774
C2 3.45769 -1.94135 2.62820  -0.5793
C3 0.94152 1.26918 3.24954  -0.8681
C4 -3.41902 5.42803 1.31888  -0.5804
C5 -0.92691 -2.95802 5.51228  -0.6898
C6 -2.27804 4.62037 1.36129  -0.4607
C7 1.01747 -2.01760 6.54698  -0.6984
C8 1.34315 -1.33620 5.38099  -0.2493
C9 -5.41711 2.48114 -4.10227  -0.5980
C10 3.04676 -5.71148 2.19255  -0.4223
C11 2.34580 4.49661 0.21516  -0.7671
C12 2.68430 -0.91189 2.12156  0.4244
C13 -0.60126 -1.23993 -5.87411  -0.7052
C14 4.69246 -2.24082 2.05089  -0.5588
C15 -0.10072 -2.81956 6.62457  -0.5140
C16 1.22016 -4.22198 1.53092  0.1136
C17 3.58791 -5.67874 0.92026  -0.6464
C18 -3.91136 0.90615 -3.13690  0.6301
C19 1.12312 -3.35723 -0.82792  0.4934
C20 4.42343 -0.42881 0.47981  -0.8894
C21 2.92622 -4.95264 -0.07439  -0.5803
C22 -0.96936 -0.00823 -6.34472  -0.5156
C23 -2.45306 3.23468 1.29187  0.2775
C24 1.73038 -4.24234 0.21396  0.1415
C25 -4.92186 1.16710 -4.06020  -1.0197
C26 0.54391 -1.49235 4.25639  0.3228
C27 -3.72087 2.68388 1.27997  -0.3777
C28 0.47993 2.95604 0.33076  0.3277
C29 -4.69868 4.88806 1.29646  -0.6287
C30 -4.83503 3.49146 1.30103  -0.5010
C31 3.18109 -0.14716 1.06376  -0.1644
C32 1.85301 -5.03368 2.47649  -0.6484
C33 -3.77951 3.27069 -2.46163  -0.7205
C34 1.33512 3.84587 0.93914  0.1796
C35 0.76452 -3.78763 -4.93511  -1.5526
C36 -0.81322 1.08705 -5.52195  -1.0480
C37 -0.61429 -2.25672 4.32493  -0.5879
C38 1.64996 3.30851 -1.74440  -0.4425
C39 0.63186 2.70261 -1.02026  0.4783
C40 -0.06992 -1.36031 -4.61557  0.4782
C41 2.49780 4.20016 -1.14176  -0.6753
C42 -0.42351 0.83742 -4.22318  0.0054
C43 5.17699 -1.47988 0.99141  -0.6092
C44 -4.85315 3.52357 -3.33090  -0.7246
C45 -3.40985 1.94299 -2.38587  0.8236
C46 -0.40232 2.00567 3.04180  -1.3122
B1 -2.25830 0.06905 -1.86402  -0.1892
H1 -0.68499 -2.11665 -6.50111  0.3869
H2 5.32724 -3.02340 2.47394  0.4116
H3 -1.05656 2.10096 -5.83469  0.4568
H4 -0.10953 2.00102 -1.44645  -0.7165
H5 -1.18983 1.52322 3.64592  0.4321
H6 -1.79954 -3.59941 5.58083  0.3901
H7 -3.26140 4.04825 -1.88067  0.4143
H8 1.66774 -1.95881 7.40741  0.3820
H9 -6.25864 2.76275 -4.73583  0.3740
H10 -1.25424 -2.37077 3.45982  0.4150
H11 6.13447 -1.74638 0.56504  0.3680
H12 3.29231 4.66759 -1.73372  0.3656
H13 -5.29260 0.38683 -4.69316  0.5008
H14 1.14989 -4.55867 -4.26700  0.3624
H15 1.74487 1.72606 2.68074  0.4642
H16 -0.17027 -4.18552 -5.35168  0.3574
H17 2.19345 -0.68969 5.32671  0.4189
H18 1.47633 -3.54189 -5.71452  0.3560
H19 2.60593 0.70179 0.69129  0.2128
H20 1.27875 4.08041 2.01506  0.2658
H21 -5.27281 4.51108 -3.41648  0.4134
H22 -3.30192 6.52176 1.35113  0.3584
H23 4.79356 0.20814 -0.29966  0.5056
H24 -0.42133 1.64539 -3.51747  0.3336
H25 -0.27176 -3.38373 7.53440  0.3799
H26 1.38224 -5.16643 3.44468  0.4196
H27 4.51279 -6.17521 0.70433  0.4434
H28 3.01797 5.19057 0.74659  0.3793
H29 -5.58415 5.50089 1.26790  0.4200
H30 -3.84054 1.60797 1.17702  0.3276
H31 0.35845 -3.62885 1.81491  0.3889
H32 3.55458 -6.30231 2.94642  0.3962
H33 -1.30241 5.08562 1.37476  0.3186
H34 -0.34659 3.03967 3.39698  0.5618
H35 3.10791 -2.50382 3.47095  0.4121
H36 -1.37617 0.13429 -7.34229  0.4342
H37 3.35575 -4.85717 -1.07760  0.3807
H38 1.23200 1.32131 4.29721  0.6574
H39 -5.81016 3.02837 1.29466  0.3919
H40 1.78585 3.04294 -2.77282  0.5327

=====

[2]
C19H20N7PV as an isolated structure. Source: the Open Molecules 2025 dataset; level of theory: wB97M-V/def2-TZVPD.

## Properties
LUMO energy (spin up / spin down) = -11.1 / -10.2 eV
net charge = +3
multiplicity = 3
highest occupied orbital energy (spin up / spin down) = -17.6 / -17.5 eV

Each line ends with the Mulliken charge.
Positions of all 48 atoms, in Å:
V1 -0.53527 -0.56950 0.12655  1.3612
P1 -3.19606 1.31982 -0.59224  -0.2613
N1 -3.79817 -0.92217 -2.22733  0.1604
N2 -1.80914 0.08533 1.50695  0.4710
N3 -1.18810 3.09827 -1.54913  0.1670
N4 0.17423 -2.17535 0.95463  -0.3665
N5 -1.94660 -1.16068 -1.10027  0.4073
N6 -0.35406 1.26171 -0.70449  0.2438
N7 -3.54555 1.20722 2.21472  0.1608
C1 -1.49236 1.93541 -0.96766  -0.1735
C2 2.12100 -5.02033 1.31040  -0.3807
C3 -1.84335 -0.00900 2.88572  -0.7115
C4 -4.77588 2.04016 2.24740  -0.7406
C5 2.75899 -6.07170 1.93094  -0.6966
C6 -3.00191 -0.35416 -1.32264  -0.1376
C7 1.84794 -5.38571 4.08385  -0.6961
C8 0.69857 2.04883 -1.14872  -0.6376
C9 -2.91977 0.69135 3.32534  -0.3033
C10 -2.14186 4.14306 -2.00693  -0.7432
C11 0.17751 3.18955 -1.66439  -0.3525
C12 -2.85831 0.82817 1.13271  -0.1820
C13 1.20008 -4.32666 3.48743  -0.4122
C14 -5.07215 -0.37309 -2.76475  -0.7429
C15 2.61881 -6.24757 3.30579  -0.3020
C16 1.34127 -4.15444 2.09892  0.8598
C17 -2.10088 -2.28165 -1.90196  -0.7210
C18 0.69860 -3.07676 1.47538  0.0285
C19 -3.25226 -2.13314 -2.59910  -0.2843
H1 0.65122 4.05280 -2.10231  0.4565
H2 -3.29860 0.86268 4.31937  0.4517
H3 -2.71063 4.51157 -1.15855  0.3320
H4 3.12718 -7.07553 3.78478  0.4241
H5 -1.11038 -0.55344 3.45444  0.5034
H6 -1.39888 -3.09707 -1.91211  0.5091
H7 -5.54050 1.58002 1.62936  0.3354
H8 -3.73741 -2.77525 -3.31592  0.4527
H9 -4.86371 0.52312 -3.34147  0.3290
H10 -5.75029 -0.16675 -1.94279  0.3372
H11 1.76012 -5.54566 5.14906  0.4354
H12 -1.55776 4.95371 -2.42952  0.3209
H13 1.73212 1.75977 -1.06678  0.4845
H14 0.59624 -3.64677 4.07333  0.4222
H15 -4.54294 3.04469 1.90676  0.3276
H16 2.22020 -4.86329 0.24451  0.4425
H17 3.36634 -6.75424 1.35339  0.4364
H18 -2.79266 3.73064 -2.77217  0.3319
H19 -5.50535 -1.12857 -3.41135  0.3262
H20 -5.11859 2.07766 3.27595  0.3268

=====

In order of appearance, energy above the lowest of the compared OMol25 structures with the same formula, charge and spin = 0.0; 0.0 kcal per mole.
In order of appearance, calculated total energy = -7607.3091; -2403.7928 Eh.